Entry 1:
Here is a single C4H9NO2 molecule from the Open Molecules 2025 dataset. Energies are from wB97M-V/def2-TZVPD.

```
! wB97M-V def2-TZVPD RIJCOSX def2/J DEFGRID3
* xyz 0 1
C 1.575 -0.966 -1.012
C 0.724 -0.728 0.206
O 0.110 -1.646 0.720
C 0.602 0.690 0.775
N -0.601 1.390 0.324
C -1.721 0.532 -0.041
O -2.228 -0.165 1.052
H 1.497 -0.141 -1.725
H 1.282 -1.906 -1.483
H 2.624 -1.040 -0.701
H 0.589 0.590 1.866
H 1.476 1.291 0.503
H -0.398 2.034 -0.430
H -1.441 -0.178 -0.843
H -2.511 1.179 -0.431
H -1.610 -0.894 1.231
*
```

Properties
E_tot = -9878.4078 eV
Orbital gap = 9.82 eV
Strongest force on any atom = 0.4 eV/A
HOMO = -9.1 eV
SMILES = CC(=O)CNCO

Entry 2:
Here is a molecular structure, C4H3BrCuO3 at a distorted geometry from the Open Molecules 2025 dataset. Energies are from wB97M-V/def2-TZVPD.

```
! wB97M-V def2-TZVPD RIJCOSX def2/J DEFGRID3
* xyz 2 2
C -1.196 0.776 2.038
C -1.261 0.022 1.060
C -1.168 -0.776 -0.174
O -0.244 -0.198 -1.122
C 0.835 0.378 -0.567
O 0.970 1.590 -0.555
O 1.803 -0.337 0.015
Br 1.948 -2.059 -0.701
H -0.931 1.542 2.766
H -0.812 -1.801 0.072
H -2.168 -0.889 -0.621
Cu 2.224 1.751 -2.212
*
```

Properties
E_tot = -124995.2819 eV
Orbital gap (alpha / beta) = 9.56 / 5.02 eV
Strongest force on any atom = 1.7 eV/A
HOMO (alpha / beta) = -18.8 / -18.8 eV
⟨S²⟩ = 0.75